C34H67N9SSiTa as an isolated structure. Source: the Open Molecules 2025 dataset; level of theory: ωB97M-V/def2-TZVPD.

Each line ends with the Löwdin charge.
Geometry (Å):
C 3.1822 0.6906 2.5827  -0.198
C 3.1102 -0.1424 3.9113  -0.447
N 2.1941 -1.3279 3.8210  -0.263
Ta 0.1889 -0.5301 3.5219  1.283
N -0.6289 -2.4945 2.9943  -0.133
C 0.1815 -3.3675 3.1265  -0.981
S 0.8683 -4.7237 3.7140  0.485
Si -2.1466 0.6036 2.8839  0.308
C -1.7233 2.2339 1.9494  -0.301
C -3.0874 0.9029 4.5222  -0.286
C -3.0230 -0.6053 1.6924  -0.303
H 2.5612 1.6010 2.6521  0.025
H 2.8514 0.1288 1.6954  0.028
H 4.2187 1.0384 2.3689  0.053
H 2.7752 0.5408 4.7136  0.056
H 4.1582 -0.4206 4.1538  0.079
H 2.5325 -1.8016 2.9774  0.007
H 0.6361 -0.2972 1.7254  -0.126
H 0.7651 1.1900 3.9447  -0.118
H -0.3277 -0.7587 5.2907  -0.165
H -0.7796 2.5944 2.4094  -0.003
H -2.4764 3.0362 2.1106  0.004
H -1.5552 2.0700 0.8746  -0.021
H -3.8178 0.0929 4.7143  0.015
H -3.6641 1.8527 4.5220  0.003
H -2.3674 0.9336 5.3577  -0.016
H -3.8325 -0.1050 1.1179  -0.007
H -3.3846 -1.5155 2.1967  -0.008
H -2.2694 -0.9352 0.9510  0.004
C -7.3859 1.0432 0.0289  -0.103
C -7.6803 -0.2404 -0.7409  -0.279
C -8.0032 -1.4220 0.1768  -0.182
C -6.8542 -1.7029 1.0627  -0.220
N -5.9560 -1.9197 1.7344  0.175
H -6.5052 0.9374 0.6656  0.067
H -7.1890 1.8647 -0.6634  0.058
H -8.2332 1.3261 0.6588  0.076
H -6.8190 -0.4853 -1.3671  0.112
H -8.5231 -0.0686 -1.4097  0.064
H -8.2182 -2.3119 -0.4160  0.114
H -8.8797 -1.2045 0.7899  0.115
C 4.3214 -6.8015 2.1690  -0.114
C 5.8078 -6.5510 1.9358  -0.274
C 6.2470 -5.1479 2.3607  -0.201
C 5.5140 -4.1267 1.5810  -0.234
N 4.9477 -3.3424 0.9724  0.145
H 3.7019 -6.1256 1.5775  0.068
H 4.0571 -7.8204 1.8802  0.069
H 4.0625 -6.6693 3.2216  0.074
H 6.0344 -6.7027 0.8772  0.109
H 6.3865 -7.2884 2.4961  0.097
H 7.3117 -5.0216 2.1898  0.055
H 6.0533 -4.9914 3.4235  0.123
C 0.8355 2.4947 -3.6075  -0.122
C 0.7953 3.5245 -2.4841  -0.282
C 1.4465 3.0128 -1.1972  -0.183
C 0.7365 1.8057 -0.7175  -0.218
N 0.2028 0.8643 -0.3466  0.158
H 0.2729 1.5965 -3.3423  0.067
H 0.3889 2.9002 -4.5172  0.068
H 1.8641 2.2020 -3.8359  0.075
H -0.2444 3.7995 -2.2912  0.095
H 1.3100 4.4302 -2.8084  0.098
H 1.4095 3.7772 -0.4267  0.073
H 2.4944 2.7604 -1.3716  0.121
C 10.2288 -2.9714 4.4795  -0.108
C 11.3962 -3.6015 3.7270  -0.268
C 10.9773 -4.2241 2.3918  -0.178
C 9.9849 -5.2953 2.6157  -0.213
N 9.2126 -6.1194 2.7890  0.170
H 9.4749 -3.7144 4.7453  0.071
H 10.5765 -2.5159 5.4074  0.072
H 9.7487 -2.1949 3.8800  0.080
H 11.8584 -4.3631 4.3595  0.110
H 12.1540 -2.8377 3.5389  0.106
H 11.8441 -4.6493 1.8843  0.115
H 10.5393 -3.4683 1.7374  0.121
C -0.3762 -2.3063 -6.0778  -0.111
C 1.1141 -2.0701 -6.2965  -0.266
C 1.5534 -0.6515 -5.9225  -0.185
C 0.8382 0.3433 -6.7504  -0.245
N 0.2841 1.1103 -7.3912  0.140
H -0.9824 -1.6536 -6.7089  0.068
H -0.6384 -3.3352 -6.3281  0.071
H -0.6521 -2.1301 -5.0360  0.082
H 1.3563 -2.2666 -7.3440  0.109
H 1.6805 -2.7853 -5.6966  0.109
H 2.6259 -0.5339 -6.0818  0.116
H 1.3438 -0.4507 -4.8702  0.113
C -2.5557 7.5449 -0.0624  -0.114
C -2.6714 6.0602 -0.3913  -0.257
C -1.5513 5.2211 0.2299  -0.178
C -0.2384 5.6672 -0.2748  -0.230
N 0.7768 6.0126 -0.6693  0.170
H -1.6354 7.9739 -0.4632  0.069
H -3.3890 8.0979 -0.4996  0.068
H -2.5694 7.7090 1.0175  0.077
H -2.6666 5.9351 -1.4773  0.109
H -3.6324 5.6882 -0.0297  0.109
H -1.6833 4.1682 -0.0199  0.095
H -1.5601 5.3109 1.3166  0.121
C -8.0992 3.5300 -3.6513  -0.113
C -7.0665 2.7021 -4.4084  -0.262
C -7.6983 1.6105 -5.2780  -0.181
C -8.4675 0.6698 -4.4376  -0.219
N -9.0625 -0.0506 -3.7805  0.157
H -8.6711 2.9164 -2.9524  0.066
H -7.6075 4.3110 -3.0701  0.073
H -8.7993 4.0094 -4.3399  0.075
H -6.3785 2.2489 -3.6911  0.110
H -6.4757 3.3638 -5.0453  0.108
H -6.9233 1.0554 -5.8079  0.117
H -8.3674 2.0495 -6.0202  0.117

Values from the calculation:
Charge = -1
LUMO energy = 1.8 eV
Highest occupied orbital energy = -3.82 eV
Largest force on an atom = 3.16 eV/A

A 2-piece molecular cluster, C3H2S3 overall. Source: the Open Molecules 2025 dataset; level of theory: ωB97M-V/def2-TZVPD.

Each line ends with the Löwdin charge.
Geometry (Å):
C -0.9516 -1.9823 0.4677  -0.765
C -4.9288 0.3462 -0.1636  -1.448
C -0.9339 -1.6569 1.7343  -0.070
S -4.3819 1.5765 -0.9218  0.714
S -0.9345 -2.3579 -1.0496  0.739
S -5.4811 -0.6460 0.8624  0.729
H -1.2989 -2.1442 2.5687  0.033
H -0.3551 -0.7720 1.9697  0.067

Values from the calculation:
LUMO energy = -0.1 eV
Highest occupied orbital energy = -8.69 eV
Energy relative to the best compared isomer or geometry (same formula, charge and spin) = 33.7 kcal per mole
Largest force on an atom = 2.44 eV/A

C5H6O in the gas phase. Source: the Open Molecules 2025 dataset; level of theory: ωB97M-V/def2-TZVPD.

Each line ends with the Löwdin charge.
Geometry (Å):
C -1.3598 0.8688 0.0831  -0.016
C -0.9914 -0.5384 -0.3194  -0.444
O -1.7977 -1.4378 -0.3722  0.086
C 0.4710 -0.7892 -0.7101  -0.138
C 1.4350 -0.2646 0.2591  -0.147
C 2.2127 0.1600 1.0742  0.115
H -2.4406 0.9383 0.2157  0.085
H -1.0274 1.5844 -0.6778  0.091
H -0.8507 1.1348 1.0155  0.085
H 0.6390 -0.3124 -1.6863  0.131
H 0.5963 -1.8675 -0.8435  0.124
H 2.9094 0.5269 1.7957  0.028

Values from the calculation:
LUMO energy = 0.9 eV
Highest occupied orbital energy = -9.69 eV
SMILES = C#CCC(C)=O
Energy relative to the best compared isomer or geometry (same formula, charge and spin) = 35.4 kcal per mole
Largest force on an atom = 0.52 eV/A

A 2-piece molecular cluster, C3H4O7S overall. Source: the Open Molecules 2025 dataset; level of theory: ωB97M-V/def2-TZVPD.

Each line ends with the Löwdin charge.
Geometry (Å):
C -2.6303 1.3420 0.0363  -0.496
C 0.7872 0.9363 0.4293  -0.348
C -0.1548 0.0982 -0.4028  -0.426
O -3.2854 0.9235 -0.8367  0.118
O -0.7972 -2.5191 -0.4949  -0.430
O -2.3384 1.9828 0.9712  0.109
O -0.0214 -1.6582 1.6449  -0.419
O 1.5550 -1.8996 -0.2446  -0.441
O 2.1667 0.5411 0.4399  -0.165
O 0.3030 0.0217 -1.7710  -0.161
S 0.1284 -1.5815 0.1738  0.449
H 0.7765 1.9855 0.0822  0.091
H 0.4029 0.9166 1.4632  0.085
H 2.1070 -0.4365 0.2470  0.003
H 1.0007 -0.6527 -1.7378  0.031

Values from the calculation:
Charge = -2
LUMO energy = 6.0 eV
Highest occupied orbital energy = 0.63 eV
Energy relative to the best compared isomer or geometry (same formula, charge and spin) = 40.8 kcal per mole
Largest force on an atom = 2.22 eV/A

C5H11N in the gas phase. Source: the Open Molecules 2025 dataset; level of theory: ωB97M-V/def2-TZVPD.

Each line ends with the Löwdin charge.
Geometry (Å):
C 0.5600 -0.3551 -2.2647  -0.155
C -0.0133 0.4450 -0.0049  -0.423
C 0.5984 -0.6492 0.7973  -0.175
C -0.1236 -0.0977 2.0556  -0.149
C -1.0563 0.7220 1.0778  -0.132
H 1.2423 -1.0685 -1.6739  0.078
H 0.0688 -1.0441 -3.1114  0.101
H 1.1636 0.5467 -2.7512  0.098
H -1.1101 0.7919 -1.6864  0.109
H 0.6580 1.2866 -0.0394  0.134
H 1.6960 -0.6405 0.7378  0.102
H 0.3403 -1.6793 0.4617  0.122
H 0.4664 0.5922 2.6664  0.100
H -0.7030 -0.7475 2.6939  0.088
H -1.3149 1.7545 1.4221  0.110
H -1.9550 0.1126 0.9467  0.105
N -0.5175 0.0301 -1.3274  -0.112

Values from the calculation:
LUMO energy = 1.2 eV
Highest occupied orbital energy = -8.76 eV
SMILES = CNC1CCC1
Energy relative to the best compared isomer or geometry (same formula, charge and spin) = 38.3 kcal per mole
Largest force on an atom = 2.68 eV/A

C2H2N2O in the gas phase. Source: the Open Molecules 2025 dataset; level of theory: ωB97M-V/def2-TZVPD.

Each line ends with the Löwdin charge.
Geometry (Å):
O -0.4132 0.8802 1.3351  0.000
C -0.8806 -0.1921 1.0095  -0.372
N -0.5322 -0.9306 -0.1199  0.035
N 0.3682 -0.2906 -0.7592  -0.081
C 1.1761 0.3354 -1.2901  0.214
H -1.6538 -0.7157 1.5892  0.112
H 1.9355 0.9134 -1.7646  0.092

Values from the calculation:
LUMO energy = 0.8 eV
Highest occupied orbital energy = -9.56 eV
Energy relative to the best compared isomer or geometry (same formula, charge and spin) = 63.8 kcal per mole
Largest force on an atom = 1.00 eV/A

C20H22AuNOPS as an isolated structure. Source: the Open Molecules 2025 dataset; level of theory: ωB97M-V/def2-TZVPD.

Each line ends with the Löwdin charge.
Geometry (Å):
Au -1.4079 -0.3002 -1.0438  0.687
N 1.0316 0.8818 -2.9453  0.065
C 1.7754 1.6344 -2.0511  -0.322
C 2.5464 2.7229 -2.5101  -0.034
C 3.2680 3.5205 -1.6261  -0.072
C 3.3955 3.1175 -0.2831  -0.065
C 2.7053 1.9473 0.1640  -0.081
C 1.7678 1.3333 -0.6713  -0.301
P 0.5559 0.2504 0.1056  0.913
C -0.1240 1.0911 1.4864  -0.408
C -0.1128 2.4653 1.7071  -0.067
C -0.4829 2.9880 2.9578  -0.063
C -0.9667 2.1416 3.9090  -0.089
C -1.2473 0.8012 3.6583  -0.066
C -0.7462 0.2651 2.4735  -0.115
C 1.3630 -1.2437 0.6084  -0.378
C 1.4327 -2.3930 -0.1972  -0.094
C 1.9562 -3.5358 0.3392  -0.077
C 2.6054 -3.5441 1.5917  -0.058
C 2.6037 -2.3977 2.3612  -0.059
C 1.9842 -1.2388 1.8532  -0.089
H 0.0471 0.6879 -2.6815  0.016
H 1.2940 0.9311 -3.9244  0.100
H 2.6834 2.9533 -3.5667  0.114
H 3.7397 4.4341 -2.0322  0.120
H 4.0535 3.6636 0.3946  0.104
H 2.8795 1.5773 1.1701  0.107
H 0.2544 3.1295 0.9322  0.111
H -0.3304 4.0522 3.1270  0.118
H -1.1018 2.4663 4.9422  0.116
H -1.8194 0.1061 4.2868  0.118
H -0.9339 -0.8173 2.3531  0.115
H 0.9617 -2.4236 -1.2020  0.107
H 1.9376 -4.4626 -0.1731  0.097
H 3.2184 -4.4150 1.8850  0.122
H 3.0914 -2.3047 3.3214  0.109
H 1.9331 -0.3529 2.4964  0.111
C -4.7561 -1.8439 -3.7416  -0.242
S -3.6561 -2.1996 -2.3837  0.909
C -4.7389 -2.3955 -0.9346  -0.227
O -3.1341 -0.6876 -2.2047  -0.754
H -5.4214 -2.6959 -3.7531  0.054
H -4.1676 -1.8241 -4.6608  0.066
H -5.1922 -0.8282 -3.5569  0.092
H -5.6393 -2.9491 -1.2360  0.067
H -4.9110 -1.3674 -0.5771  0.071
H -4.1946 -2.9411 -0.1680  0.052

Values from the calculation:
Charge = +1
LUMO energy = -2.5 eV
Highest occupied orbital energy = -10.63 eV
Largest force on an atom = 2.70 eV/A

C25H52InNOPS2Ti as an isolated structure. Source: the Open Molecules 2025 dataset; level of theory: ωB97M-V/def2-TZVPD.

Each line ends with the Löwdin charge.
Geometry (Å):
C 2.7947 -1.5122 1.7070  -0.114
C 4.3411 -1.1702 1.6661  -0.196
C 5.0609 -2.2656 0.8120  -0.221
C 5.4119 -1.8065 -0.6725  -0.229
C 4.7342 -2.7116 -1.8354  -0.308
C 3.3085 -2.2861 -2.2078  -0.193
C 3.2278 -0.9267 -2.9450  -0.141
C 3.0239 0.3005 -1.9982  -0.235
N 1.8306 1.0661 -2.3496  -0.191
C 1.9346 2.4937 -1.9750  -0.171
C 2.5149 2.6917 -0.5352  -0.187
C 2.1209 4.0602 0.0579  -0.190
C 0.7051 4.1115 0.6957  -0.194
C 0.2604 2.8134 1.4073  -0.212
C 1.2447 2.3464 2.5101  -0.205
C 0.4896 1.6227 3.6832  -0.219
C 0.3481 0.1248 3.2715  -0.113
C 0.6482 0.4781 -1.9218  -0.999
S 0.4961 -0.7688 -0.8518  0.756
S -0.8275 1.2095 -2.6261  0.941
C -2.2376 0.3331 -1.8866  -0.528
C -2.4496 0.6487 -0.3604  -0.380
C -3.9326 0.7552 0.0425  -0.253
In -5.1425 -1.0279 -0.6767  0.559
C -7.3233 -0.6127 -0.3843  -0.249
C -7.5230 0.9420 -0.3272  -0.416
C -7.9790 1.5682 -1.6941  -0.013
O -8.8582 1.3722 -0.4447  -0.135
P -4.5672 -3.0890 0.7457  0.866
C -3.6667 -2.6383 2.3034  -0.335
C -3.4190 -4.1143 -0.3090  -0.339
H 2.2363 -0.5814 1.5470  0.012
H 2.5173 -1.9873 2.6578  0.079
H 2.5824 -2.2408 0.9123  0.045
H 4.4957 -0.1650 1.2496  0.101
H 4.6674 -1.2123 2.7143  0.108
H 4.5216 -3.2263 0.8566  0.102
H 6.0318 -2.4518 1.3225  0.094
H 6.5597 -1.8914 -0.8153  0.053
H 5.1853 -0.7432 -0.8104  0.115
H 5.4646 -2.7193 -2.7278  0.098
H 4.6977 -3.8222 -1.4473  0.059
H 2.9237 -3.0535 -2.9063  0.126
H 2.6529 -2.3320 -1.3263  0.060
H 2.4469 -0.8998 -3.7180  0.124
H 4.1836 -0.7995 -3.4859  0.115
H 3.1041 0.0313 -0.9298  0.080
H 3.8798 0.9729 -2.1958  0.126
H 2.6829 2.9337 -2.6605  0.129
H 1.0118 3.0621 -2.1360  0.094
H 2.3177 1.8299 0.1203  0.079
H 3.6131 2.7165 -0.6714  0.110
H 2.9080 4.4490 0.7228  0.110
H 2.1027 4.7707 -0.7926  0.113
H 0.7457 4.8969 1.4766  0.112
H -0.0439 4.4767 -0.0269  0.109
H -0.7532 2.9479 1.8153  0.113
H 0.1804 2.0362 0.6203  0.074
H 1.9669 1.5976 2.1331  0.082
H 1.8523 3.1849 2.8946  0.115
H 1.1607 1.6738 4.5510  0.101
H -0.4805 2.1136 3.8274  0.100
H 0.2156 0.0066 2.1830  0.044
H 1.2886 -0.3812 3.5530  0.053
H -0.4629 -0.3961 3.8036  0.070
H -2.0551 -0.7477 -1.9947  0.039
H -3.1785 0.5942 -2.3951  0.057
H -1.8597 1.5432 -0.0917  0.077
H -1.9826 -0.1889 0.1854  0.045
H -3.9777 0.7401 1.1480  0.041
H -4.4176 1.6942 -0.2709  0.052
H -4.7869 -1.3625 -2.3920  -0.061
H -7.7299 -0.9844 0.5668  0.038
H -7.8901 -0.9229 -1.2705  0.033
H -6.8208 1.5335 0.2844  0.112
H -8.4753 0.8585 -2.3590  0.096
H -8.2075 2.6361 -1.7036  0.102
H -4.3711 -2.0483 2.9110  0.039
H -2.8133 -1.9915 2.0353  0.035
H -3.3678 -3.5360 2.8647  0.042
H -2.9175 -4.8623 0.3222  0.038
H -2.7057 -3.4043 -0.7674  0.032
H -3.9747 -4.6065 -1.1169  0.039
Ti 6.5048 -3.7497 -1.1684  0.883

Values from the calculation:
Charge = +1
LUMO energy = -6.9 eV
Highest occupied orbital energy = -8.12 eV
Energy relative to the best compared isomer or geometry (same formula, charge and spin) = 40.0 kcal per mole
Largest force on an atom = 4.15 eV/A